45
Properties=species:S:1:pos:R:3 method="wB97M-V/def2-TZVPD" gap_ev=7.93 total_charge=0 relative_energy_kcal_mol=366.4 energy_ev=-51222.2658 lumo_ev=-0.38
C 1.721 -5.918 1.560
H 2.721 -5.906 1.143
H 0.965 -6.360 0.699
H 1.569 -6.444 2.414
O 1.397 -4.675 1.471
C 1.537 -3.871 0.650
O 2.056 -4.198 -0.327
C 0.876 -2.518 0.826
N 1.256 -1.676 -0.237
C 1.927 -0.344 0.021
O 1.823 0.028 1.301
N 2.288 0.100 -1.060
H 2.211 -0.120 -2.132
C 2.649 1.686 -0.939
C 1.483 2.453 -1.382
C 1.414 3.115 -2.394
C 0.332 3.925 -2.801
C -0.689 3.983 -1.714
C -0.757 3.440 -0.581
C 0.543 2.675 -0.157
H 0.676 2.101 0.613
H -1.376 3.471 0.426
S -2.354 4.888 -2.010
O -2.052 5.742 -3.059
O -3.020 5.314 -1.017
N -3.330 3.682 -2.609
H -3.515 3.801 -3.576
H -4.169 3.438 -1.868
H 0.101 4.328 -3.602
H 2.130 3.086 -3.246
H 2.974 1.822 0.011
H 3.500 1.773 -1.830
H 1.440 -2.034 -1.035
H 1.522 -2.077 1.756
C -0.525 -2.490 1.108
C -1.298 -1.033 1.514
H -1.034 -0.468 0.405
H -0.550 -0.520 2.510
S -2.943 -1.070 1.747
C -3.005 -1.730 3.597
H -3.884 -1.470 3.811
H -2.537 -2.706 3.749
H -2.273 -1.076 4.086
H -0.932 -2.875 0.203
H -0.867 -3.270 1.957

42
Properties=species:S:1:pos:R:3 method="wB97M-V/def2-TZVPD" gap_ev=9.17 total_charge=0 relative_energy_kcal_mol=75.9 energy_ev=-26402.6548 lumo_ev=0.52
C -3.836 0.907 -2.224
C -4.805 1.171 -1.046
C -4.157 0.939 0.403
C -3.478 -0.477 0.340
N -2.931 -0.695 1.709
C -2.011 -1.808 1.959
C -0.731 -1.744 1.041
O -0.847 -2.118 -0.148
N 0.393 -1.116 1.425
C 1.560 -0.986 0.644
C 1.955 -1.889 -0.395
C 3.170 -1.701 -1.015
N 3.413 -2.581 -2.060
C 3.971 -0.679 -0.526
C 5.197 -0.571 -1.240
N 6.232 -0.535 -1.780
C 3.495 0.180 0.471
O 4.416 1.097 0.865
C 3.778 2.437 1.325
C 2.888 3.046 0.235
N 2.318 -0.033 1.153
H -3.975 -0.122 -2.547
H -2.828 1.075 -1.910
H -4.049 1.407 -3.219
H -5.068 2.209 -1.178
H -5.728 0.598 -1.117
H -3.336 1.723 0.493
H -5.023 1.111 1.066
H -4.135 -1.283 0.043
H -2.675 -0.486 -0.449
H -3.687 -0.711 2.362
H -2.535 -2.772 1.794
H -1.567 -1.697 2.904
H 0.284 -0.374 2.149
H 1.446 -2.782 -0.580
H 2.758 -3.293 -2.332
H 4.291 -2.462 -2.574
H 4.606 3.069 1.742
H 3.080 2.253 2.228
H 1.914 2.628 0.001
H 3.502 3.042 -0.702
H 2.738 4.023 0.689

47
Properties=species:S:1:pos:R:3 method="wB97M-V/def2-TZVPD" gap_ev="4.06 / 4.06" total_charge=-1 relative_energy_kcal_mol=160.5 energy_ev=-45679.3897 lumo_ev="1.83 / 1.99"
Na -0.156 -1.370 0.114
N 0.427 -2.904 -1.131
N 1.273 -3.867 -0.672
C 1.606 -3.647 0.587
O 2.388 -4.486 1.101
O 1.057 -2.605 1.035
H -0.603 -3.253 -1.666
H 0.705 -2.346 -2.171
H 1.614 -4.652 -1.199
N 2.341 -2.535 4.451
C 2.798 -2.286 3.088
P 1.834 -0.883 2.327
O 2.326 -0.748 0.861
O 0.174 -1.354 2.125
C 1.915 0.819 3.086
N 3.296 1.287 3.147
H 2.893 -3.324 4.859
H 1.328 -2.795 4.445
H 2.483 -1.680 5.035
H 2.657 -3.199 2.470
H 3.876 -2.019 3.096
H 1.489 0.774 4.111
H 1.306 1.519 2.474
H 3.866 0.635 3.732
H 3.317 2.239 3.579
H 3.698 1.340 2.183
N -4.785 6.979 -3.233
C -4.310 5.984 -2.872
C -3.723 4.754 -2.426
C -2.469 4.758 -1.805
C -1.897 3.558 -1.370
C -2.575 2.347 -1.553
C -3.829 2.344 -2.174
C -4.402 3.544 -2.610
C -1.987 1.116 -1.106
C -1.499 0.093 -0.735
H -1.930 5.693 -1.656
H -0.920 3.577 -0.888
H -4.369 1.410 -2.324
H -5.378 3.526 -3.091
C -0.922 -1.408 -4.538
C -0.684 -1.396 -3.096
N -0.496 -1.386 -1.951
H -1.441 -2.324 -4.839
H 0.022 -1.356 -5.089
H -1.538 -0.555 -4.838
H -0.774 0.084 1.125

41
Properties=species:S:1:pos:R:3 method="wB97M-V/def2-TZVPD" gap_ev=5.55 total_charge=0 relative_energy_kcal_mol=132.2 energy_ev=-26579.2301 lumo_ev=-1.68
C 3.824 -2.226 -0.085
C 4.463 -1.178 0.949
C 3.396 -0.427 1.898
O 2.011 -0.562 1.496
C 1.459 0.614 0.944
C 1.544 2.041 1.540
N 0.920 3.199 0.936
C 0.146 3.098 -0.283
C -0.077 1.739 -1.041
C 0.612 0.491 -0.389
C 0.395 -0.943 -1.088
C -0.659 -1.741 -0.121
C -1.666 -0.743 0.659
C -2.946 -1.513 1.296
O -3.560 -0.865 2.199
O -3.345 -2.829 0.927
H 3.001 -2.891 0.347
H 3.504 -1.713 -1.065
H 4.682 -2.944 -0.390
H 4.983 -0.353 0.326
H 5.245 -1.741 1.590
H 3.481 -0.938 2.935
H 3.771 0.639 2.047
H 2.141 2.144 2.521
H 1.070 4.103 1.422
H -0.325 4.034 -0.729
H -0.727 1.689 -1.990
H 1.379 -1.513 -1.213
H -0.128 -0.785 -2.099
H -1.283 -2.500 -0.698
H 0.001 -2.223 0.702
H -1.169 -0.227 1.568
H -2.108 0.055 -0.060
H -3.419 -3.305 1.796
C -5.010 1.371 -2.385
C -3.508 1.621 -2.442
O -3.149 2.645 -3.069
O -2.800 0.762 -1.847
H -5.561 2.149 -2.918
H -5.243 0.407 -2.843
H -5.345 1.359 -1.345

43
Properties=species:S:1:pos:R:3 method="wB97M-V/def2-TZVPD" gap_ev=6.61 total_charge=+2 energy_ev=-95270.5059 lumo_ev=-7.60
C -2.082 1.223 -1.972
C -1.295 0.129 -2.067
C 0.192 -0.063 -1.813
C 0.605 -1.302 -0.996
C -0.517 -1.938 -0.169
N -1.056 -1.085 0.916
C -0.904 -1.682 2.263
C 0.241 -1.066 3.080
C -2.465 -0.768 0.779
C -3.465 -1.840 0.458
O -2.813 0.376 0.987
O 0.622 -0.305 -3.199
C 0.604 0.944 -3.788
O 0.436 1.158 -4.933
O 0.807 1.898 -2.809
C 1.121 1.140 -1.660
C 1.306 1.890 -0.358
Br -0.362 2.072 0.717
C 2.443 1.220 0.507
C 3.368 2.303 1.301
H -2.663 1.517 -2.841
H -2.267 1.797 -1.078
H -1.751 -0.769 -2.473
H 0.927 -2.056 -1.712
H 1.466 -1.117 -0.353
H -1.281 -2.256 -0.873
H -0.117 -2.859 0.253
H -0.844 -2.769 2.249
H -1.806 -1.437 2.823
H 0.391 -0.043 2.719
H 1.158 -1.650 3.078
H -0.092 -0.960 4.112
H -3.407 -2.654 1.176
H -3.312 -2.210 -0.553
H -4.449 -1.389 0.483
H 2.115 0.724 -1.851
H 1.675 2.889 -0.584
H 3.134 0.698 -0.143
H 1.987 0.435 1.153
H 3.513 2.016 2.372
H 4.360 2.285 0.863
H 2.986 3.349 1.205
Ba 1.490 2.155 2.729

47
Properties=species:S:1:pos:R:3 method="wB97M-V/def2-TZVPD" gap_ev=8.21 total_charge=0 relative_energy_kcal_mol=0.0 energy_ev=-117441.3908 lumo_ev=0.06
K 0.663 -0.780 -0.756
O -3.002 -1.752 1.923
C -1.841 -1.604 1.276
O -1.784 -1.418 0.092
C -0.657 -1.743 2.207
O 0.444 -1.190 1.571
C 1.717 -1.435 2.173
C 2.796 -0.878 1.182
O 3.538 -0.005 1.603
O 2.742 -1.372 0.036
H -3.720 -1.703 1.274
H -0.524 -2.825 2.406
H -0.891 -1.253 3.167
H 1.843 -2.519 2.311
H 1.773 -0.916 3.140
C 0.215 5.234 0.285
N 0.599 4.209 -0.664
C 2.028 4.093 -0.831
C -0.166 3.062 -0.790
N 0.289 1.865 -0.865
N -1.526 3.279 -0.844
C -2.053 4.331 -1.686
C -2.382 2.123 -0.769
H 0.878 5.210 1.156
H -0.801 5.070 0.628
H 0.283 6.223 -0.171
H 2.440 5.097 -0.939
H 2.252 3.533 -1.739
H 2.523 3.606 0.021
H 1.288 1.880 -0.672
H -1.261 5.008 -1.995
H -2.818 4.900 -1.152
H -2.508 3.905 -2.588
H -2.372 1.538 -1.695
H -3.399 2.464 -0.576
H -2.053 1.479 0.041
Br 3.175 -6.290 0.316
C 1.568 -5.523 -0.320
C 0.433 -6.301 -0.491
C -0.712 -5.670 -0.950
C -0.656 -4.310 -1.217
N 0.433 -3.577 -1.058
C 1.528 -4.166 -0.619
H 0.448 -7.358 -0.272
H -1.627 -6.222 -1.100
H -1.531 -3.781 -1.571
H 2.386 -3.520 -0.476

46
Properties=species:S:1:pos:R:3 method="wB97M-V/def2-TZVPD" gap_ev=11.41 total_charge=0 relative_energy_kcal_mol=24.0 energy_ev=-73902.3107 lumo_ev=0.26
Cl -1.852 -1.929 -2.303
C -1.726 -0.784 -3.671
Cl -3.200 0.247 -3.804
H -0.905 -0.032 -3.566
H -1.686 -1.348 -4.577
Cl 0.422 -0.314 0.997
C 1.631 0.983 0.583
Cl 1.813 0.999 -1.196
H 1.209 1.849 0.953
H 2.650 0.765 0.956
C -3.201 1.657 0.269
C -2.333 2.732 0.459
N -1.575 3.539 0.724
H -2.819 0.756 0.749
H -3.345 1.520 -0.832
H -4.213 1.921 0.632
C -0.142 3.807 -2.517
C 0.444 2.845 -3.503
N 0.779 2.041 -4.226
H 0.580 3.990 -1.721
H -1.122 3.407 -2.231
H -0.514 4.658 -3.054
C 0.135 5.066 4.340
C -0.519 4.013 5.197
N -1.005 3.157 5.812
H 0.711 4.506 3.690
H 0.697 5.741 4.918
H -0.658 5.553 3.780
C 0.671 -5.883 -5.695
C 1.625 -6.016 -4.572
N 2.395 -5.940 -3.724
H 1.073 -4.968 -6.165
H -0.331 -5.829 -5.283
H 0.815 -6.738 -6.472
C 1.044 -4.578 0.324
C 0.229 -4.829 1.559
N -0.403 -4.909 2.503
H 1.856 -3.917 0.608
H 0.426 -4.213 -0.510
H 1.528 -5.433 -0.053
C 1.045 0.078 5.216
C 2.252 0.773 4.811
N 3.239 1.290 4.577
H 0.558 -0.551 4.416
H 0.310 0.867 5.586
H 1.412 -0.548 6.016

39
Properties=species:S:1:pos:R:3 method="wB97M-V/def2-TZVPD" gap_ev="8.74 / 3.55" total_charge=+2 multiplicity=5 relative_energy_kcal_mol=29.9 energy_ev=-32343.5813 lumo_ev="-6.35 / -11.55"
C -0.132 -3.175 -2.962
C -1.527 -3.814 -2.915
C 0.137 -2.555 -4.341
C 0.951 -4.204 -2.607
Cl -0.078 -1.846 -1.727
H 0.109 -3.347 -5.124
H 1.130 -2.091 -4.379
H -0.629 -1.814 -4.598
H -1.593 -4.635 -3.665
H -2.306 -3.083 -3.161
H -1.728 -4.254 -1.931
H 0.942 -5.034 -3.351
H 0.768 -4.647 -1.621
H 1.950 -3.753 -2.632
C -1.604 3.507 1.913
C -0.871 3.646 0.668
C -1.191 2.485 -0.157
H -0.322 4.573 0.321
C -2.088 1.640 0.591
C -2.342 2.276 1.862
H -3.108 1.943 2.633
H -1.676 4.289 2.714
H -0.906 2.365 -1.235
H -2.606 0.719 0.187
C 2.054 1.251 3.074
C 1.981 2.672 2.886
C 2.080 2.947 1.464
H 1.974 3.448 3.697
C 2.238 1.666 0.783
C 2.204 0.624 1.780
H 2.416 -0.470 1.588
H 2.130 0.730 4.083
H 2.212 3.966 0.993
H 2.493 1.542 -0.304
Pd 0.144 1.948 1.592
N -0.757 0.185 3.373
H -1.684 0.563 2.973
H -1.079 -0.411 4.068
H 0.316 0.146 3.463

53
Properties=species:S:1:pos:R:3 method="wB97M-V/def2-TZVPD" gap_ev=5.31 total_charge=-2 relative_energy_kcal_mol=10.8 energy_ev=-83257.1099 lumo_ev=5.15
Pd -0.342 -0.970 -0.008
F 3.341 -0.659 -2.564
C 2.034 -0.658 -2.253
F 1.858 0.189 -1.256
F 1.364 -0.204 -3.322
S 1.565 -2.458 -1.935
O 1.607 -2.734 -0.528
O 2.568 -3.102 -2.747
N 0.205 -2.694 -2.682
S -1.285 -2.795 -2.262
O -1.582 -2.879 -0.854
O -1.942 -3.743 -3.120
C -2.055 -1.212 -2.869
F -3.360 -1.231 -2.566
F -1.538 -0.089 -2.393
F -1.949 -1.162 -4.211
C -3.253 -0.357 1.469
Si -1.693 -0.638 2.515
C -2.256 0.089 4.198
C -1.646 -2.507 2.855
C -0.079 0.141 2.025
C -0.141 1.526 1.654
C 0.995 2.397 1.635
C 0.883 3.706 1.238
C -0.363 4.226 0.881
C -1.437 3.353 1.001
N -1.358 2.089 1.372
Si 1.527 -0.543 2.615
C 2.022 0.235 4.294
C 1.566 -2.400 2.979
C 3.053 -0.334 1.498
H -4.069 -0.956 1.898
H -3.122 -0.652 0.426
H -3.528 0.696 1.502
H -3.232 -0.295 4.516
H -2.326 1.178 4.114
H -1.526 -0.141 4.982
H -2.689 -2.847 2.877
H -1.204 -2.754 3.824
H -1.133 -3.067 2.074
H 1.966 2.024 1.927
H 1.771 4.331 1.215
H -0.503 5.248 0.554
H -2.443 3.713 0.783
H 1.241 0.022 5.031
H 2.129 1.322 4.236
H 2.964 -0.182 4.668
H 1.037 -2.675 3.893
H 2.619 -2.674 3.108
H 1.168 -2.978 2.145
H 3.087 0.585 0.914
H 3.072 -1.174 0.801
H 3.958 -0.381 2.115

55
Properties=species:S:1:pos:R:3 method="wB97M-V/def2-TZVPD" gap_ev=8.37 total_charge=0 energy_ev=-72878.7142 lumo_ev=0.33
C -4.003 3.585 0.036
C -2.697 2.994 -0.440
O -2.858 1.625 -0.882
C -3.403 1.457 -2.073
O -3.762 2.299 -2.840
C -3.488 -0.056 -2.390
F -4.028 -0.736 -1.374
F -2.256 -0.539 -2.609
F -4.221 -0.266 -3.476
H -4.437 2.965 0.818
H -3.832 4.585 0.432
H -4.725 3.655 -0.777
H -1.979 2.933 0.375
H -2.251 3.579 -1.243
C 5.776 -0.903 1.138
C 7.074 -1.555 0.720
O 6.872 -2.920 0.281
C 6.366 -3.074 -0.926
O 6.070 -2.216 -1.705
C 6.224 -4.582 -1.248
F 5.615 -5.231 -0.252
F 7.436 -5.123 -1.424
F 5.518 -4.751 -2.359
H 5.287 -1.492 1.915
H 5.977 0.094 1.528
H 5.090 -0.812 0.297
H 7.757 -1.641 1.562
H 7.574 -0.998 -0.071
C -6.069 0.195 6.063
C -5.185 0.080 4.842
O -4.939 1.371 4.235
C -4.055 2.142 4.843
O -3.421 1.896 5.825
C -3.904 3.465 4.056
F -5.094 4.005 3.778
F -3.277 3.225 2.891
F -3.190 4.344 4.744
H -7.007 0.689 5.808
H -6.290 -0.799 6.449
H -5.582 0.770 6.849
H -5.672 -0.498 4.060
H -4.231 -0.392 5.072
C 0.990 -0.145 -2.907
C 0.725 -1.243 -3.642
Si 2.068 -2.398 -4.204
P 3.579 -1.145 -5.389
O 2.650 0.101 -5.894
O 4.302 -0.413 -4.079
H 0.564 0.821 -3.171
H 1.661 -0.169 -2.054
H -0.295 -1.393 -3.994
H 1.500 -3.480 -5.042
H 2.868 -2.979 -3.093
H 1.775 0.122 -5.485
H 4.831 -1.049 -3.576